# 1
{"formula": "C26H27ClIN4O3PrSSi", "method": "ωB97M-V/def2-TZVPD", "spin_multiplicity": 3, "orbital_gap_ev": [6.65, 6.67], "homo_ev": [-7.093, -7.103], "symbols": ["Pr", "C", "C", "C", "C", "C", "C", "N", "N", "Si", "C", "C", "C", "H", "H", "H", "H", "H", "H", "H", "H", "H", "H", "H", "H", "H", "H", "H", "O", "N", "C", "C", "C", "C", "C", "S", "H", "H", "H", "H", "I", "C", "C", "C", "C", "N", "C", "H", "H", "H", "H", "Cl", "C", "C", "C", "C", "C", "C", "C", "O", "O", "H", "H", "H", "H"], "xyz": [[-0.1763, -0.5944, -0.3231], [-1.3882, -4.0327, 1.6528], [-1.0559, -2.8572, 2.4705], [-1.1538, -2.8003, 3.8842], [-1.2347, -1.6487, 4.5938], [-0.6872, -0.4903, 4.0375], [-0.2989, -0.5835, 2.6343], [-0.6553, -1.7233, 1.8677], [0.3606, 0.3855, 2.0110], [1.3933, 1.7103, 2.5613], [2.6550, 2.2323, 1.2362], [2.3793, 1.2248, 4.0899], [0.1788, 3.2076, 3.0118], [-0.6331, -4.8344, 1.8375], [-1.4737, -3.7165, 0.5868], [-2.3160, -4.4114, 2.0528], [-1.3431, -3.8223, 4.3728], [-1.3178, -1.6674, 5.7141], [-0.5279, 0.3780, 4.6812], [3.2561, 1.3273, 0.9327], [3.3508, 2.9298, 1.6158], [2.0473, 2.6011, 0.3750], [2.1354, 0.1592, 4.3708], [2.2079, 1.9278, 4.9106], [3.5139, 1.2286, 3.9935], [0.6928, 4.0683, 3.4123], [-0.4714, 2.8219, 3.7928], [-0.4692, 3.4497, 2.1546], [-1.3035, -2.2748, -1.1046], [-1.7801, -2.7027, -2.3097], [-2.5998, -3.7597, -2.2764], [-3.0754, -4.3858, -3.4049], [-2.5842, -3.9555, -4.6633], [-1.7462, -2.8540, -4.7165], [-1.2706, -2.2169, -3.5185], [-0.1240, -0.9565, -3.5022], [-2.9700, -4.0419, -1.2192], [-3.6376, -5.3268, -3.1843], [-2.8574, -4.5661, -5.5199], [-1.4183, -2.4086, -5.6321], [4.5962, 0.0041, -3.6188], [4.1214, -0.8447, -1.7720], [4.8908, -0.6361, -0.5799], [4.4185, -1.1902, 0.6119], [3.1234, -1.7203, 0.6834], [2.3090, -1.6925, -0.3542], [2.9435, -1.6218, -1.5798], [5.7702, -0.0496, -0.6362], [4.9033, -1.0994, 1.5348], [2.7456, -1.9863, 1.6716], [2.3166, -1.8507, -2.4585], [-3.1391, 7.1579, -3.3524], [-2.4864, 5.6403, -2.8848], [-3.3466, 4.7401, -2.2113], [-2.8360, 3.5761, -1.6444], [-1.4577, 3.2005, -1.8947], [-0.6295, 4.0760, -2.6362], [-1.2048, 5.1879, -3.2698], [-0.9914, 1.8985, -1.2912], [-1.8764, 1.1676, -0.7113], [0.2513, 1.5404, -1.3083], [-4.4350, 4.9583, -2.2365], [-3.3898, 2.8324, -1.0799], [0.4009, 3.8335, -2.5859], [-0.5996, 5.8575, -3.8750]], "forces_ev_per_angstrom": [[0.68, 1.26, 0.28], [0.53, -0.54, -0.33], [0.78, 2.73, 2.07], [-1.71, -4.76, -1.07], [2.50, 1.81, 1.76], [-0.70, -1.16, -0.96], [-0.44, 0.19, 1.56], [0.39, 0.98, 0.61], [1.08, 0.16, -1.28], [-1.26, 0.46, 0.02], [-1.53, -2.03, -0.85], [1.30, -0.99, 0.31], [0.69, -1.56, -0.61], [-0.42, 0.52, -0.51], [0.18, -0.61, 0.87], [-0.47, -0.32, -0.26], [0.03, 1.71, -0.53], [-0.45, -0.11, -1.25], [-0.04, -0.06, -0.69], [-0.68, 0.81, 0.09], [0.58, 1.10, 0.35], [0.85, -0.10, 0.38], [0.02, 1.15, 0.09], [-0.31, -0.35, 0.14], [-1.30, 0.07, -0.35], [0.14, 0.41, -0.09], [-0.17, -0.05, 0.18], [0.36, 0.11, 0.23], [-1.21, -1.01, -1.81], [1.03, 0.02, -0.48], [-1.74, -0.61, 1.76], [0.65, -0.78, 0.74], [-0.07, -0.07, 0.73], [-0.52, -0.34, 1.18], [-0.21, -0.06, 0.57], [-0.32, -0.26, 0.37], [0.90, 0.46, -1.95], [0.31, 1.11, -0.79], [0.07, 0.53, -0.17], [0.26, -0.09, -0.36], [-0.01, -0.37, 0.38], [-0.28, -1.45, 2.13], [-1.69, -0.73, -0.83], [-0.72, -0.09, -1.40], [0.58, 1.41, 0.62], [1.05, -2.14, -1.73], [-0.86, 2.74, -0.51], [0.78, 0.42, 0.15], [1.09, 0.14, 0.98], [-0.29, 0.15, -0.31], [0.23, 0.13, 0.56], [0.15, 0.18, -0.34], [0.16, -2.46, -0.40], [-0.27, 0.24, 0.10], [1.86, -0.66, -1.22], [-1.24, 1.31, 0.36], [-2.17, -0.97, 0.67], [0.15, 1.33, 1.29], [0.26, -0.33, 0.82], [1.20, 0.31, -0.68], [-1.31, 0.92, -0.29], [0.92, -0.03, 0.58], [-0.36, 0.38, -0.19], [0.93, -0.03, -0.82], [0.04, -0.12, 0.13]]}

***

# 2
{"formula": "C14H41BClF8N2O17S", "method": "ωB97M-V/def2-TZVPD", "spin_multiplicity": 1, "orbital_gap_ev": 9.36, "total_charge": 1, "homo_ev": -12.241, "symbols": ["C", "C", "O", "C", "C", "B", "O", "O", "C", "C", "Cl", "N", "C", "C", "F", "F", "C", "F", "F", "C", "F", "F", "F", "C", "C", "C", "C", "O", "O", "N", "S", "O", "O", "F", "H", "H", "H", "H", "H", "H", "H", "H", "H", "H", "H", "H", "H", "H", "H", "H", "H", "H", "H", "H", "H", "O", "H", "H", "O", "H", "H", "O", "H", "H", "O", "H", "H", "O", "H", "H", "O", "H", "H", "O", "H", "H", "O", "H", "H", "O", "H", "H", "O", "H", "H"], "xyz": [[-4.7736, 0.3332, 3.5013], [-3.7182, -0.7449, 3.5234], [-2.4304, -0.1785, 3.2126], [-1.3930, -1.1066, 3.0516], [-0.7233, -1.0040, 1.6667], [-1.4087, -1.9355, 0.5162], [-2.4518, -2.7729, 0.8298], [-0.9422, -1.7744, -0.7327], [-0.8225, -2.9262, -1.6190], [0.7209, -1.5558, 1.8073], [0.6103, -3.2766, 2.1386], [1.5195, -1.3624, 0.6469], [1.6042, -0.0314, 0.0999], [3.1276, 0.3620, -0.0523], [3.4996, 1.3170, 0.8454], [3.8737, -0.7191, 0.2214], [3.5760, 0.7435, -1.5107], [4.8976, 0.5320, -1.5866], [2.9549, -0.0952, -2.3570], [3.3607, 2.1812, -2.0482], [2.0682, 2.3841, -2.2841], [3.7952, 3.1018, -1.1945], [4.0068, 2.3140, -3.1732], [0.8347, 0.9844, 0.9890], [0.8513, 2.4467, 0.5578], [0.5347, 3.3705, 1.7526], [1.7245, 3.4286, 2.6591], [1.8164, 2.7511, 3.6501], [2.6718, 4.2551, 2.2185], [-0.5891, 0.4906, 1.3311], [-1.8351, 1.0358, 0.1941], [-3.0885, 0.5390, 0.5839], [-1.3031, 0.8749, -1.1047], [-1.8621, 2.5502, 0.4838], [-5.7325, -0.1028, 3.7726], [-4.8786, 0.7517, 2.5044], [-4.5311, 1.1467, 4.1837], [-3.6910, -1.2138, 4.5073], [-3.9698, -1.5136, 2.7889], [-1.7004, -2.1320, 3.2366], [-0.6281, -0.8618, 3.8040], [-2.2145, -3.6681, 1.1001], [0.0438, -2.7303, -2.2462], [-1.7049, -3.0324, -2.2404], [-0.6311, -3.8396, -1.0591], [1.1861, -1.0878, 2.6782], [1.4002, -2.0810, -0.0499], [1.1552, -0.0465, -0.8952], [1.3286, 0.9978, 1.9643], [0.2166, 2.6708, -0.2901], [1.8557, 2.6898, 0.2539], [-0.3385, 3.0633, 2.3239], [0.3054, 4.3634, 1.3642], [3.4938, 4.0405, 2.6924], [-0.8186, 0.9461, 2.2302], [-2.1257, 5.0615, -1.3452], [-2.1121, 4.2324, -0.8614], [-1.2322, 5.4148, -1.2974], [6.6669, 3.9981, -2.6993], [7.4519, 4.0269, -2.1431], [5.9605, 3.6985, -2.1219], [1.7897, -3.0602, -3.6502], [2.6454, -2.6343, -3.7634], [1.3919, -3.0304, -4.5267], [-3.9641, -1.1804, -1.7328], [-3.4530, -1.8760, -1.3045], [-3.3548, -0.4427, -1.8193], [-0.2379, 0.0659, -4.1041], [-0.5936, 0.3906, -3.2726], [-0.4259, 0.7573, -4.7465], [-1.8014, -5.3345, -3.1644], [-2.4001, -6.0190, -2.8492], [-1.4502, -5.6884, -3.9875], [3.2491, -4.8462, 1.2634], [3.7821, -5.5645, 1.6193], [3.8758, -4.1297, 1.1221], [-5.4508, -1.5636, 6.2503], [-4.7761, -1.6874, 6.9252], [-6.2820, -1.6760, 6.7226], [7.3156, 4.5913, -5.4743], [6.6497, 4.2019, -6.0466], [6.9060, 4.6349, -4.5999], [-6.3702, -2.7870, -3.3318], [-6.7934, -2.0352, -3.7557], [-5.7141, -2.3914, -2.7467]], "forces_ev_per_angstrom": [[0.18, 0.12, -0.17], [-0.48, -0.08, -0.03], [0.14, 0.11, -0.24], [0.18, 0.55, 0.39], [-0.45, -0.98, 0.16], [-0.65, 0.19, -0.20], [0.53, -0.19, 0.18], [0.52, -0.36, 0.37], [0.05, 0.18, -0.36], [-0.08, 0.65, -0.14], [-0.02, -0.27, 0.02], [0.37, -0.01, 0.18], [-0.59, 0.20, -0.18], [-0.07, -0.26, -0.14], [-0.01, 0.04, -0.15], [-0.03, 0.01, 0.06], [0.28, 0.23, 0.33], [0.16, 0.01, 0.03], [-0.06, -0.17, -0.07], [-0.40, -0.54, 0.17], [-0.59, 0.13, 0.18], [0.12, 0.26, 0.39], [0.49, 0.09, -0.75], [0.89, -0.16, -0.03], [-0.21, 0.12, 0.37], [-0.29, 0.51, -0.58], [-0.32, -0.15, 0.44], [0.22, -0.21, -0.04], [0.33, -0.22, -0.22], [0.32, 0.75, 0.28], [-0.98, -0.62, -1.22], [0.44, -0.19, 0.20], [0.18, 0.33, 0.37], [0.15, 0.07, 0.60], [0.03, 0.01, 0.17], [0.03, 0.04, -0.15], [-0.05, -0.07, 0.14], [0.17, 0.01, 0.04], [0.16, -0.03, -0.09], [-0.12, -0.05, -0.15], [0.05, -0.09, 0.04], [-0.24, 0.00, -0.02], [-0.07, 0.00, -0.08], [-0.07, -0.03, 0.05], [-0.19, 0.02, 0.11], [0.07, -0.10, 0.05], [-0.09, 0.01, -0.06], [0.07, 0.21, -0.09], [-0.13, -0.26, 0.10], [0.06, -0.12, -0.14], [0.26, -0.02, -0.18], [0.06, -0.09, 0.14], [0.10, 0.04, 0.02], [-0.11, 0.28, 0.14], [-0.33, 0.12, -0.14], [0.00, -0.04, -0.02], [0.01, 0.12, -0.04], [0.00, 0.03, -0.02], [-0.04, -0.01, 0.14], [0.06, 0.02, -0.08], [-0.01, 0.05, 0.02], [0.07, 0.04, 0.01], [0.02, -0.02, -0.01], [-0.05, 0.04, 0.02], [-0.09, -0.14, 0.01], [-0.08, -0.01, 0.04], [-0.01, -0.05, -0.17], [0.12, -0.05, 0.06], [-0.08, 0.03, 0.00], [-0.03, -0.01, -0.02], [0.03, -0.08, 0.03], [-0.05, 0.02, -0.02], [0.01, 0.03, -0.02], [0.04, 0.03, 0.03], [-0.02, -0.04, -0.03], [0.01, 0.00, -0.01], [0.07, -0.01, 0.04], [-0.02, 0.00, 0.03], [-0.04, 0.00, -0.05], [-0.03, 0.11, 0.00], [0.00, 0.00, -0.02], [0.07, -0.15, -0.05], [0.05, -0.01, 0.07], [-0.03, -0.01, -0.02], [0.05, 0.09, -0.04]]}

***

| no. | total energy (eV) |
| --- | --- |
| 1 | -92910.495 |
| 2 | -98739.577 |